# C44H40Cl2Ge2N6O2STc

A structure of composition C44H40Cl2Ge2N6O2STc at a distorted geometry (ωB97M-V/def2-TZVPD, OMol25).

Each line ends with the Löwdin charge.
Cartesian coordinates (Å):
Tc: 0.50 0.06 0.33  1.003
Ge: -1.32 -0.92 -1.09  0.920
Ge: 1.31 1.16 -3.79  0.819
Cl: 5.77 3.62 3.07  0.736
Cl: 6.49 3.45 -0.01  0.744
S: -1.32 -1.26 1.46  0.764
O: 0.38 1.64 -2.27  -0.263
O: 1.15 -0.37 3.83  0.175
N: 0.11 -3.64 1.29  0.113
N: 0.25 2.93 0.98  0.088
N: 1.49 1.00 1.93  -0.049
N: 2.22 -1.36 0.80  -0.002
N: 2.06 0.99 -0.74  0.010
N: -1.99 -3.88 1.66  -0.089
C: 2.69 1.68 1.51  -0.183
C: -1.38 2.17 5.06  -0.043
C: 2.62 2.56 -4.06  -0.177
C: 2.08 -0.61 -3.59  -0.190
C: 4.38 -2.68 1.91  -0.004
C: -2.97 -4.65 -2.26  -0.063
C: -0.44 1.98 4.06  -0.056
C: 0.12 1.56 1.63  -0.277
C: 1.68 -0.16 2.79  -0.377
C: 2.97 1.61 0.14  -0.224
C: -0.85 1.66 2.77  -0.270
C: 0.35 5.33 -0.35  0.020
C: -0.57 -4.86 -2.39  -0.074
C: -1.44 -5.15 1.59  -0.005
C: 5.03 2.79 0.59  -0.665
C: 3.63 -1.80 2.68  0.041
C: 4.04 -2.87 0.58  -0.011
C: -0.14 1.19 -5.07  -0.184
C: 0.60 2.95 -0.33  -0.091
C: -4.07 1.96 -2.39  -0.067
C: -1.04 -2.97 1.46  -0.637
C: -2.74 2.06 4.77  -0.051
C: -1.84 -5.41 -2.52  -0.062
C: -1.57 -2.76 -1.69  -0.363
C: -5.25 1.63 -1.75  -0.066
C: 4.16 2.17 -0.30  -0.017
C: -2.20 1.57 2.48  -0.082
C: 4.71 2.86 1.95  -0.675
C: 2.95 -2.20 0.05  -0.103
C: -3.15 1.77 3.48  -0.050
C: 0.65 4.15 -1.01  0.057
C: -3.41 -3.59 1.86  0.009
C: -2.83 -3.33 -1.85  -0.108
C: -0.44 -3.54 -1.96  -0.151
C: -5.30 0.54 -0.89  -0.071
C: -4.16 -0.23 -0.68  -0.140
C: -2.96 0.08 -1.33  -0.366
C: -2.92 1.20 -2.17  -0.117
C: -0.06 4.07 1.63  0.030
C: 2.58 -1.15 2.08  -0.187
C: -0.12 -5.00 1.35  -0.026
C: 3.53 2.29 2.41  -0.014
C: 0.88 1.64 -1.01  -0.563
C: -0.02 5.28 0.99  0.011
H: 4.44 2.11 -1.35  0.112
H: 2.83 -0.61 -2.80  0.002
H: -3.72 -2.73 -1.70  0.093
H: 2.65 -2.31 -0.98  0.108
H: -0.35 3.97 2.66  0.139
H: 3.36 2.26 -4.79  0.036
H: 2.13 3.46 -4.44  0.031
H: -3.86 -3.31 0.91  0.083
H: 0.67 -5.72 1.24  0.134
H: -0.56 2.19 -5.16  0.033
H: -0.28 6.18 1.54  0.130
H: 0.22 0.88 -6.06  0.036
H: 3.30 2.33 3.47  0.128
H: -6.14 2.23 -1.92  0.112
H: 0.61 2.08 4.30  0.116
H: -1.06 2.41 6.07  0.117
H: 0.92 4.13 -2.05  0.127
H: -4.22 -1.07 0.00  0.078
H: 1.30 -1.34 -3.36  0.001
H: 0.38 6.27 -0.87  0.133
H: -2.00 1.48 -2.65  0.071
H: -4.03 2.81 -3.05  0.110
H: -2.53 1.37 1.46  0.100
H: -3.47 2.21 5.55  0.115
H: -3.51 -2.78 2.57  0.092
H: 3.86 -1.61 3.72  0.139
H: -3.89 -4.48 2.25  0.106
H: -6.22 0.29 -0.38  0.110
H: 4.62 -3.53 -0.06  0.124
H: -0.93 0.50 -4.78  0.023
H: 0.31 -5.44 -2.62  0.110
H: 0.55 -3.11 -1.87  0.067
H: -1.94 -6.44 -2.86  0.114
H: -2.03 -6.04 1.72  0.141
H: 5.23 -3.20 2.34  0.129
H: -4.20 1.70 3.24  0.114
H: 3.13 2.81 -3.13  0.002
H: -3.95 -5.08 -2.39  0.114
H: 0.98 -3.18 1.08  0.111
H: 2.54 -0.91 -4.53  0.036

## Properties
E in a.u.: -7732.49391
Kohn-Sham gap (spin up / spin down) in eV: 7.49 / 7.18
Total charge: +2
Spin multiplicity: 2
Energy relative to the best compared isomer or geometry (same formula, charge and spin) in kcal/mol: 0.0

# C44H40Cl5KN8O4

A structure of composition C44H40Cl5KN8O4 at a distorted geometry (ωB97M-V/def2-TZVPD, OMol25).

Each line ends with the Löwdin charge.
Cartesian coordinates (Å):
K: -0.21 0.49 0.65  0.802
Cl: 1.71 -2.79 -0.39  0.743
Cl: -0.15 -5.18 5.06  0.623
Cl: -0.55 -2.13 4.44  0.702
Cl: 2.18 -5.83 0.22  0.622
Cl: 1.27 -7.04 2.97  0.590
O: -3.19 -2.58 -0.57  0.095
O: -0.21 1.93 -1.08  -0.164
O: 0.57 0.37 -5.33  -0.074
O: 0.50 -1.32 1.84  -0.262
N: -5.75 5.64 -4.04  0.078
N: -1.40 1.80 2.92  0.002
N: 0.44 -1.72 -3.15  0.184
N: 0.18 1.05 -3.16  0.168
N: -0.70 2.22 -5.04  -0.072
N: -3.20 -3.38 -2.64  -0.025
N: -1.34 -2.18 -1.83  0.243
N: -2.66 -0.28 -0.09  0.059
C: 4.37 -0.95 0.85  -0.070
C: 2.57 2.40 0.98  -0.187
C: -4.65 4.22 -2.17  -0.288
C: -3.14 -1.66 1.77  -0.012
C: 0.40 -4.52 3.56  -0.709
C: -0.75 -2.27 -3.02  -0.340
C: -5.26 5.01 -3.20  -0.248
C: -1.40 -2.96 -4.10  0.032
C: -0.77 2.38 -6.48  -0.051
C: -4.87 2.83 -2.09  -0.071
C: -3.48 2.64 -0.08  -0.151
C: 0.05 1.16 -4.50  -0.522
C: -1.79 3.78 3.99  -0.170
C: -1.19 3.05 -2.88  0.017
C: -3.81 4.80 -1.20  -0.081
C: -3.24 4.05 -0.20  -0.050
C: 1.25 -3.46 1.14  -0.585
C: 3.26 2.00 -1.31  -0.176
C: 2.66 2.82 -0.35  -0.185
C: 1.44 -4.80 1.41  -0.710
C: 3.18 1.20 1.37  -0.184
C: -1.31 3.13 -4.21  -0.066
C: 3.16 0.79 2.83  -0.035
C: 0.21 -3.17 3.30  -0.608
C: -0.39 1.97 -2.30  -0.475
C: 2.09 4.17 -0.74  -0.037
C: 1.02 -5.36 2.62  -0.738
C: -4.30 2.07 -1.10  -0.032
C: 4.51 -0.10 -1.95  -0.050
C: 1.77 3.22 1.97  -0.039
C: -2.96 0.47 0.98  -0.334
C: 3.25 2.40 -2.77  -0.054
C: -3.23 -0.39 2.16  0.003
C: -2.96 1.88 1.01  -0.136
C: -2.61 -3.49 -3.85  -0.053
C: 3.79 0.38 0.42  -0.183
C: -4.54 -3.90 -2.37  0.009
C: -2.36 2.49 2.22  -0.332
C: -2.52 -2.69 -1.66  -0.348
C: -1.07 2.58 3.99  -0.270
C: -2.63 3.72 2.85  -0.123
C: -2.56 -1.61 0.39  -0.335
C: 3.83 0.78 -0.92  -0.179
C: 0.65 -2.55 2.08  -0.525
H: 1.48 2.64 2.84  0.051
H: 4.01 0.16 3.07  0.066
H: -5.20 -3.09 -2.07  0.102
H: -3.52 -0.01 3.13  0.116
H: 2.25 0.24 3.08  0.088
H: -3.31 -2.57 2.34  0.101
H: 2.69 4.64 -1.52  0.071
H: 4.82 0.47 -2.82  0.061
H: -0.71 1.41 -6.95  0.073
H: -1.50 -1.90 0.45  0.114
H: 3.73 -1.42 1.60  0.066
H: 4.22 2.82 -3.09  0.082
H: -5.50 2.36 -2.84  0.099
H: 2.48 3.14 -2.98  0.063
H: 0.05 2.99 -6.86  0.086
H: -0.32 2.26 4.70  0.070
H: 1.06 4.07 -1.10  0.079
H: -0.95 -3.04 -5.08  0.117
H: -4.92 -4.36 -3.28  0.086
H: 3.21 1.67 3.48  0.074
H: -1.71 2.86 -6.74  0.080
H: -3.36 4.45 2.54  0.071
H: 3.84 -0.89 -2.30  0.081
H: -3.18 -4.03 -4.59  0.128
H: -4.46 1.00 -1.09  0.092
H: 5.40 -0.58 -1.54  0.069
H: -1.89 3.90 -4.70  0.120
H: 0.64 -0.98 -2.47  0.093
H: 5.37 -0.83 1.28  0.085
H: -1.71 4.58 4.72  0.051
H: 2.08 4.85 0.11  0.068
H: -4.51 -4.63 -1.57  0.098
H: -1.70 3.74 -2.22  0.090
H: 0.84 3.57 1.53  0.088
H: 2.32 4.10 2.33  0.087
H: -3.60 5.86 -1.27  0.106
H: 3.03 1.54 -3.41  0.067
H: 4.44 -1.65 0.02  0.043
H: -2.58 4.52 0.51  0.095
H: 0.71 -1.39 -4.08  0.089

## Properties
E in a.u.: -5340.74117
Kohn-Sham gap in eV: 3.66
Total charge: -2
Energy relative to the best compared isomer or geometry (same formula, charge and spin) in kcal/mol: 73.2